Here is a structure of composition C25H47GeIrN3O2SeSi3 in a non-equilibrium geometry from the Open Molecules 2025 dataset. Energies are from ωB97M-V with the def2-TZVPD basis set.

Geometry (Å):
Ir1 -0.095864 0.135238 -0.140741
C1 0.551962 3.571679 -1.482492
Si1 -1.137613 2.812849 -1.943138
C2 -0.890123 2.057805 -3.673118
C3 -2.463777 4.176200 -1.890695
C4 -1.638719 1.419784 -0.657227
Si2 -2.839456 0.029918 -1.410049
C5 -3.568993 -1.078927 -0.036631
C6 -4.251242 0.985673 -2.275396
C7 -1.997437 -1.173513 -2.631483
Si3 -2.302618 2.232457 0.958929
C8 -4.148431 2.658603 1.066250
C9 -1.202100 3.644010 1.626939
C10 -1.855579 0.784282 2.142771
C11 -2.388969 0.661395 3.415681
C12 -1.992573 -0.379918 4.237622
C13 -1.054075 -1.277472 3.749897
C14 -0.541149 -1.087015 2.481375
N1 -0.934807 -0.080731 1.694989
H1 0.724853 4.477857 -2.055960
H2 1.340102 2.866040 -1.728376
H3 0.630673 3.827111 -0.432819
H4 -0.370359 2.777601 -4.295911
H5 -1.820548 1.812494 -4.169210
H6 -0.276574 1.166780 -3.616068
H7 -2.197302 4.967932 -2.582914
H8 -2.551759 4.627909 -0.908035
H9 -3.441109 3.811449 -2.182455
H10 -3.943640 -0.530959 0.818011
H11 -2.850934 -1.804847 0.328774
H12 -4.399344 -1.638858 -0.452392
H13 -4.692305 1.751967 -1.649465
H14 -5.034671 0.281337 -2.532500
H15 -3.925966 1.456291 -3.195771
H16 -1.181127 -1.730607 -2.174277
H17 -1.609065 -0.689196 -3.518169
H18 -2.731243 -1.902274 -2.962589
H19 -4.410919 3.449128 0.373628
H20 -4.414950 3.016933 2.055923
H21 -4.790959 1.810366 0.852851
H22 -1.230961 4.531121 1.005566
H23 -0.165497 3.321773 1.711739
H24 -1.530725 3.943921 2.618153
H25 -3.118169 1.382733 3.745553
H26 -2.398816 -0.483305 5.231902
H27 -0.721090 -2.114161 4.341482
H28 0.217868 -1.751117 2.092997
O1 1.617181 -0.870661 0.366327
N2 2.059776 -1.514702 -0.664804
N3 2.009680 -0.765080 -1.814502
O2 1.155115 0.255829 -1.832552
C15 2.739118 -1.159873 -2.885135
C16 3.596304 -2.275028 -2.744532
C17 4.378800 -2.659546 -3.804855
C18 4.323320 -1.963163 -5.012655
C19 3.478116 -0.862926 -5.148139
C20 2.683153 -0.455778 -4.103629
H29 3.592223 -2.809589 -1.809004
H30 5.034997 -3.509919 -3.708427
H31 4.921014 -2.284164 -5.848153
H32 3.454058 -0.324707 -6.080829
H33 2.019882 0.389810 -4.188572
C21 5.029655 4.885996 3.608170
Ge1 3.694917 4.558721 2.188914
C22 1.976572 5.513312 2.453762
C23 4.428082 4.859944 0.371675
C24 3.194833 2.527811 2.369181
Se1 2.468219 1.846749 0.744886
C25 4.094698 1.163575 -0.049983
H34 5.304803 5.936773 3.576599
H35 5.925353 4.294491 3.445132
H36 4.628409 4.666631 4.593638
H37 2.211658 6.538658 2.725972
H38 1.389705 5.082479 3.260091
H39 1.379313 5.537042 1.546740
H40 4.487617 5.931794 0.208245
H41 3.800992 4.436572 -0.409178
H42 5.435630 4.465901 0.282522
H43 2.449277 2.466375 3.157304
H44 4.066381 1.948419 2.657916
H45 4.897859 1.877943 0.113414
H46 3.931550 1.038234 -1.116407
H47 4.331043 0.207403 0.408728

Atoms 1-3, force components in eV/Å:
0.58 2.37 0.00
-0.72 -0.37 -0.05
0.16 0.00 -0.33

Results
Electronic energy in eV: -183568.8953
⟨S²⟩: 0.77
Multiplicity: 2
Charge: +2
HOMO level (spin up / spin down) in eV: -13.9 / -13.9
Relative energy (zero: lowest compared OMol25 entry of this formula, charge and spin) in kcal/mol: 70.1
Kohn-Sham gap (spin up / spin down) in eV: 4.388 / 4.540